1.
Here is C28H25BrNSe2V as an isolated structure at a distorted geometry from the Open Molecules 2025 dataset. Energies are from ωB97M-V/def2-TZVPD.

Element x y z (Å)
V: 0.930 1.385 0.965
C: 2.076 2.993 2.186
C: 1.569 3.568 0.984
C: 2.180 2.916 -0.120
C: 3.095 1.943 0.396
C: 3.016 1.980 1.814
H: 1.829 3.293 3.188
H: 0.872 4.381 0.916
H: 2.062 3.186 -1.153
H: 3.757 1.323 -0.178
H: 3.595 1.375 2.487
Br: 0.437 -0.076 3.075
C: -0.933 1.114 3.684
C: -1.315 1.035 4.979
C: -2.387 1.863 5.419
C: -3.031 2.672 4.533
C: -2.636 2.731 3.164
C: -3.342 3.521 2.219
C: -2.940 3.516 0.915
C: -1.790 2.790 0.500
C: -1.005 2.040 1.353
C: -1.517 1.977 2.710
H: -0.828 0.345 5.658
H: -2.697 1.828 6.458
H: -3.870 3.280 4.860
H: -4.202 4.100 2.544
H: -3.502 4.094 0.186
H: -1.500 2.849 -0.546
C: 1.924 -4.494 1.306
Se: 1.112 -2.881 0.594
C: 1.609 -3.272 -1.240
C: 3.097 -3.257 -1.600
Se: 4.114 -1.650 -1.220
C: 3.042 -0.451 -2.314
H: 1.436 -5.388 0.917
H: 1.797 -4.461 2.388
H: 2.990 -4.524 1.085
H: 1.069 -2.529 -1.816
H: 1.199 -4.254 -1.476
H: 3.195 -3.438 -2.671
H: 3.641 -4.048 -1.084
H: 2.809 -0.932 -3.264
H: 3.648 0.434 -2.505
H: 2.134 -0.175 -1.789
N: -3.910 -3.450 -6.431
C: -3.336 -2.925 -5.584
C: -2.606 -2.258 -4.502
C: -2.667 -2.754 -3.205
C: -1.979 -2.127 -2.180
C: -1.208 -0.971 -2.415
C: -1.160 -0.489 -3.738
C: -1.848 -1.122 -4.761
C: -0.495 -0.334 -1.360
C: 0.125 0.225 -0.444
H: -3.261 -3.637 -3.004
H: -2.019 -2.520 -1.172
H: -0.574 0.397 -3.939
H: -1.800 -0.737 -5.772

Atoms 1-2, force components in eV/Å:
V 0.4 0.1 0.7
C 0.4 -0.1 -0.8

Values from the calculation:
expectation value of S²: 3.785
charge: -1
max |F|: 1.9 eV Å⁻¹
orbital gap (alpha / beta): 5.63 / 7.13 eV
2S+1: 4
calculated total energy: -9457.56696 a.u.

2.
Here is a single C28H25Cl2N3O3 molecule from the Open Molecules 2025 dataset. Energies are from ωB97M-V/def2-TZVPD.

Element x y z (Å)
C: -0.405 0.114 -4.904
O: -0.515 0.439 -3.532
C: -1.765 0.409 -3.022
O: -2.730 0.130 -3.704
C: -1.777 0.738 -1.600
C: -2.927 0.718 -0.887
C: -4.270 0.398 -1.448
N: -2.906 1.021 0.454
C: -1.789 1.473 1.103
C: -0.609 1.580 0.453
C: 0.569 2.155 1.083
O: 1.629 2.304 0.499
C: 0.402 2.610 2.523
C: -0.632 1.778 3.267
C: -1.967 1.865 2.538
C: -0.444 1.027 -0.950
C: 0.396 -0.210 -0.813
C: 1.767 -0.280 -0.911
N: 2.128 -1.520 -0.527
C: 3.467 -1.980 -0.269
C: 4.268 -0.897 0.408
C: 5.445 -0.425 -0.161
C: 6.174 0.598 0.416
C: 5.712 1.176 1.588
Cl: 6.598 2.458 2.320
C: 4.544 0.732 2.183
C: 3.834 -0.300 1.592
Cl: 2.390 -0.833 2.364
N: 1.075 -2.260 -0.190
C: 0.011 -1.490 -0.357
C: -1.349 -1.962 -0.062
C: -1.862 -1.836 1.223
C: -3.151 -2.252 1.505
C: -3.936 -2.804 0.508
C: -3.425 -2.945 -0.772
C: -2.139 -2.525 -1.057
H: 0.647 0.216 -5.158
H: -0.744 -0.909 -5.083
H: -1.014 0.792 -5.508
H: -5.034 0.424 -0.674
H: -4.527 1.103 -2.236
H: -4.255 -0.588 -1.907
H: -3.766 0.935 0.975
H: 1.376 2.568 3.012
H: 0.089 3.659 2.499
H: -0.738 2.133 4.294
H: -0.302 0.738 3.300
H: -2.707 1.212 3.008
H: -2.347 2.892 2.589
H: 0.125 1.744 -1.554
H: 2.481 0.465 -1.193
H: 3.959 -2.275 -1.203
H: 3.375 -2.862 0.372
H: 5.796 -0.870 -1.080
H: 7.084 0.950 -0.041
H: 4.186 1.183 3.094
H: -1.240 -1.414 2.000
H: -3.542 -2.152 2.509
H: -4.942 -3.131 0.729
H: -4.032 -3.385 -1.550
H: -1.741 -2.630 -2.056

Atoms 1-2, force components in eV/Å:
C -0.2 -0.1 -0.4
O 0.0 0.2 0.4

Values from the calculation:
charge: 0
max |F|: 0.8 eV Å⁻¹
orbital gap: 8.37 eV
SMILES string: COC(=O)C1=C(C)NC2=C(C(=O)CCC2)[C@H]1c1cn(Cc2ccc(Cl)cc2Cl)nc1-c1ccccc1
calculated total energy: -2392.40508 a.u.

3.
Here is C28H25Cl2N5O3RuS as an isolated structure from the Open Molecules 2025 dataset. Energies are from ωB97M-V/def2-TZVPD.

Element x y z (Å)
Ru: -1.028 0.649 -0.162
Cl: -0.219 2.640 1.095
C: -1.352 3.893 0.626
C: -1.369 5.043 1.392
C: -2.242 6.063 1.045
C: -3.074 5.905 -0.054
C: -3.024 4.743 -0.800
Cl: -4.080 4.606 -2.165
C: -2.153 3.687 -0.494
S: -2.068 2.261 -1.492
H: -0.711 5.132 2.240
H: -2.275 6.972 1.626
H: -3.771 6.678 -0.338
C: 4.463 -1.829 -0.215
N: 3.473 -1.318 -1.132
N: 2.770 -0.179 -0.792
C: 1.572 -0.162 -1.466
O: 0.788 0.795 -1.410
C: 1.526 -1.378 -2.213
C: 2.678 -2.063 -1.941
C: 3.097 -3.421 -2.373
C: 3.449 0.953 -0.263
C: 4.524 1.478 -0.967
C: 5.183 2.585 -0.465
C: 4.754 3.167 0.719
C: 3.675 2.635 1.407
C: 3.017 1.514 0.924
H: 4.998 -0.990 0.228
H: 5.171 -2.442 -0.770
H: 4.001 -2.419 0.584
H: 0.710 -1.681 -2.838
H: 2.406 -3.792 -3.125
H: 3.094 -4.114 -1.531
H: 4.102 -3.409 -2.797
H: 4.829 1.022 -1.899
H: 6.018 3.004 -1.007
H: 5.269 4.033 1.109
H: 3.345 3.084 2.332
H: 2.208 1.050 1.468
N: -2.377 0.515 1.058
C: -3.513 -0.213 0.911
C: -4.129 -0.698 2.080
C: -5.269 -1.470 2.002
C: -5.840 -1.740 0.765
C: -5.266 -1.233 -0.395
C: -4.110 -0.481 -0.332
H: -3.668 -0.463 3.027
H: -5.727 -1.851 2.905
H: -6.737 -2.340 0.705
H: -5.723 -1.431 -1.354
H: -3.658 -0.070 -1.228
C: -1.543 -4.181 -0.977
N: -0.833 -3.322 -0.052
C: -0.214 -3.830 1.055
C: 0.425 -3.051 1.938
C: 0.471 -1.600 1.734
O: 1.083 -0.840 2.464
N: -0.222 -1.162 0.636
C: -0.866 -1.964 -0.209
O: -1.486 -1.420 -1.153
H: -0.925 -5.048 -1.216
H: -1.747 -3.613 -1.880
H: -2.489 -4.515 -0.551
H: -0.286 -4.905 1.165
H: 0.890 -3.463 2.817

Atoms 1-2, force components in eV/Å:
Ru -0.8 -0.3 0.1
Cl -0.2 -0.6 -0.2

Values from the calculation:
charge: 0
max |F|: 0.9 eV Å⁻¹
orbital gap (alpha / beta): 6.76 / 6.85 eV
calculated total energy: -2994.95978 a.u.

4.
Here is C28H25Cl2N5O3RuS3Si as an isolated structure at a distorted geometry from the Open Molecules 2025 dataset. Energies are from ωB97M-V/def2-TZVPD.

Element x y z (Å)
Ru: 0.256 -0.630 0.308
Cl: -1.820 0.645 7.077
C: -0.871 0.503 5.639
C: -1.431 -0.021 4.491
C: -0.688 -0.082 3.301
N: -1.185 -0.416 2.083
C: -2.408 -0.914 1.838
O: -3.205 -1.410 2.628
C: -2.791 -0.763 0.384
C: -3.920 -1.415 -0.106
C: -4.304 -1.196 -1.418
C: -3.588 -0.274 -2.163
C: -2.483 0.343 -1.590
N: -2.066 0.082 -0.356
C: 0.679 0.344 3.325
C: 1.221 0.856 4.510
C: 0.451 0.946 5.647
Cl: 1.139 1.642 7.069
N: 1.346 0.296 2.144
C: 2.682 0.387 2.034
O: 3.521 0.480 2.926
C: 3.124 0.411 0.597
C: 4.472 0.258 0.291
C: 4.876 0.375 -1.027
C: 3.927 0.730 -1.973
C: 2.611 0.898 -1.573
N: 2.198 0.687 -0.327
H: -2.454 -0.359 4.495
H: -4.458 -2.085 0.548
H: -5.157 -1.709 -1.842
H: -3.869 -0.044 -3.177
H: -1.921 1.080 -2.145
H: 2.241 1.202 4.521
H: 5.161 0.045 1.092
H: 5.908 0.218 -1.308
H: 4.198 0.871 -3.009
H: 1.862 1.214 -2.287
C: -3.177 -2.019 -5.513
Si: -1.352 -2.235 -4.966
C: -0.464 -0.620 -5.443
C: -0.536 -3.625 -6.006
C: -1.411 -2.809 -3.158
C: -2.156 -3.912 -2.777
C: -2.176 -4.342 -1.454
C: -1.456 -3.624 -0.518
N: -0.758 -2.549 -0.847
C: -0.725 -2.145 -2.126
S: 0.200 -0.731 -2.389
H: -3.304 -2.224 -6.571
H: -3.506 -0.998 -5.343
H: -3.845 -2.676 -4.967
H: -0.631 -0.392 -6.493
H: 0.606 -0.683 -5.278
H: -0.825 0.215 -4.854
H: -0.544 -3.355 -7.058
H: -1.051 -4.577 -5.910
H: 0.501 -3.781 -5.718
H: -2.733 -4.450 -3.519
H: -2.735 -5.217 -1.158
H: -1.437 -3.902 0.529
C: 2.950 -2.722 -1.652
O: 2.200 -2.376 -0.502
C: 2.416 -3.061 0.643
S: 3.705 -4.066 0.860
S: 1.217 -2.781 1.794
H: 2.334 -2.467 -2.516
H: 3.173 -3.795 -1.642
H: 3.882 -2.153 -1.677

Atoms 1-2, force components in eV/Å:
Ru -1.0 -0.7 4.3
Cl -0.3 -0.1 0.2

Values from the calculation:
expectation value of S²: 1.148
charge: -1
max |F|: 4.5 eV Å⁻¹
orbital gap (alpha / beta): 5.55 / 6.43 eV
2S+1: 2
calculated total energy: -4080.92606 a.u.